(1)
{
  "formula": "C25H32N4O3",
  "method": "ωB97M-V/def2-TZVPD",
  "species": ["C", "C", "C", "C", "C", "C", "C", "N", "C", "C", "O", "N", "C", "C", "C", "N", "C", "C", "C", "C", "C", "C", "C", "C", "O", "C", "C", "C", "C", "N", "C", "O", "H", "H", "H", "H", "H", "H", "H", "H", "H", "H", "H", "H", "H", "H", "H", "H", "H", "H", "H", "H", "H", "H", "H", "H", "H", "H", "H", "H", "H", "H", "H", "H"],
  "coordinates": [[6.696, 0.242, -0.928], [5.209, 0.407, -0.986], [4.600, 1.029, -2.069], [3.229, 1.190, -2.101], [2.440, 0.692, -1.077], [3.024, 0.024, 0.000], [4.411, -0.086, 0.034], [2.247, -0.574, 1.017], [2.537, -1.965, 1.352], [1.715, -2.853, 0.401], [2.201, -3.359, -0.588], [0.431, -2.963, 0.775], [-0.592, -3.499, -0.094], [-1.577, -2.414, -0.531], [-2.482, -1.964, 0.631], [-3.482, -0.967, 0.321], [-4.433, -1.360, -0.697], [-5.649, -0.432, -0.654], [-6.689, -0.847, -1.689], [-5.179, 1.004, -0.877], [-4.112, 1.374, 0.152], [-3.605, 2.796, -0.059], [-2.965, 0.363, 0.073], [1.147, -0.024, 1.589], [0.486, -0.630, 2.423], [0.748, 1.351, 1.193], [0.264, 2.233, 2.152], [-0.248, 3.455, 1.751], [-0.296, 3.730, 0.394], [0.138, 2.891, -0.531], [0.644, 1.738, -0.149], [1.067, 0.906, -1.148], [7.053, 0.283, 0.098], [7.194, 1.014, -1.509], [6.975, -0.726, -1.343], [5.201, 1.405, -2.882], [2.740, 1.692, -2.921], [4.884, -0.561, 0.881], [3.593, -2.174, 1.200], [2.256, -2.138, 2.393], [0.120, -2.437, 1.582], [-0.076, -3.921, -0.960], [-1.126, -4.300, 0.428], [-1.019, -1.559, -0.921], [-2.195, -2.814, -1.336], [-3.012, -2.842, 1.019], [-1.871, -1.556, 1.441], [-4.746, -2.388, -0.496], [-3.998, -1.323, -1.712], [-6.089, -0.502, 0.346], [-7.551, -0.185, -1.648], [-7.027, -1.864, -1.507], [-6.268, -0.800, -2.691], [-6.025, 1.691, -0.802], [-4.759, 1.097, -1.882], [-4.555, 1.295, 1.151], [-4.434, 3.500, -0.051], [-2.909, 3.073, 0.730], [-3.089, 2.879, -1.013], [-2.219, 0.593, 0.839], [-2.478, 0.450, -0.915], [0.294, 1.945, 3.192], [-0.614, 4.168, 2.473], [-0.697, 4.662, 0.018]],
  "smiles": "Cc1ccc2c(c1)N(CC(=O)NCCCN1C[C@H](C)C[C@H](C)C1)C(=O)c1cccnc1O2",
  "multiplicity": 1,
  "de_lowest_kcal_mol": 36.3
}



(2)
{
  "formula": "C25H32N4O6S2",
  "method": "ωB97M-V/def2-TZVPD",
  "species": ["C", "C", "N", "C", "C", "S", "O", "O", "C", "C", "C", "C", "N", "C", "O", "C", "C", "C", "O", "N", "C", "C", "C", "C", "C", "C", "S", "O", "O", "N", "C", "C", "C", "C", "C", "C", "C", "H", "H", "H", "H", "H", "H", "H", "H", "H", "H", "H", "H", "H", "H", "H", "H", "H", "H", "H", "H", "H", "H", "H", "H", "H", "H", "H", "H", "H", "H", "H", "H"],
  "coordinates": [[-3.466, -1.939, -2.556], [-2.229, -2.792, -2.278], [-2.147, -3.324, -0.937], [-3.204, -4.172, -0.432], [-3.300, -5.486, -1.199], [-1.304, -2.424, 0.160], [-1.166, -3.199, 1.357], [-0.117, -1.945, -0.489], [-2.312, -0.988, 0.546], [-3.444, -1.110, 1.344], [-4.221, -0.002, 1.594], [-3.857, 1.248, 1.073], [-4.621, 2.352, 1.300], [-4.370, 3.631, 0.819], [-5.141, 4.532, 1.064], [-3.135, 3.747, 0.056], [-2.324, 2.692, -0.167], [-1.036, 2.864, -0.932], [-0.998, 3.296, -2.060], [0.036, 2.472, -0.190], [1.358, 2.266, -0.603], [1.855, 2.691, -1.831], [3.162, 2.401, -2.168], [4.011, 1.677, -1.330], [5.399, 1.361, -1.786], [3.495, 1.269, -0.105], [4.334, 0.256, 1.140], [5.750, 0.218, 0.902], [3.887, 0.730, 2.418], [3.753, -1.279, 0.942], [4.162, -1.965, -0.261], [3.199, -1.828, -1.441], [2.467, -1.593, 1.530], [2.387, -3.036, 2.015], [2.196, 1.566, 0.257], [-2.679, 1.376, 0.306], [-1.932, 0.226, 0.030], [-4.372, -2.539, -2.512], [-3.549, -1.126, -1.839], [-3.389, -1.513, -3.553], [-1.324, -2.197, -2.407], [-2.190, -3.626, -2.984], [-2.936, -4.376, 0.605], [-4.173, -3.654, -0.454], [-4.000, -6.148, -0.697], [-3.648, -5.324, -2.216], [-2.326, -5.966, -1.233], [-3.692, -2.072, 1.762], [-5.114, -0.082, 2.196], [-5.465, 2.254, 1.852], [-2.888, 4.730, -0.312], [-0.149, 2.153, 0.752], [1.219, 3.237, -2.508], [3.544, 2.739, -3.121], [6.030, 1.095, -0.945], [5.377, 0.521, -2.482], [5.825, 2.215, -2.309], [4.297, -3.025, -0.021], [5.139, -1.550, -0.512], [2.214, -2.212, -1.188], [3.091, -0.788, -1.738], [3.586, -2.394, -2.285], [1.648, -1.406, 0.825], [2.369, -0.919, 2.382], [1.424, -3.193, 2.492], [3.185, -3.244, 2.723], [2.460, -3.728, 1.180], [1.854, 1.248, 1.229], [-1.051, 0.260, -0.591]],
  "smiles": "CCN(CC)S(=O)(=O)c1ccc2[nH]c(=O)cc(C(=O)Nc3ccc(C)c(S(=O)(=O)N(CC)CC)c3)c2c1",
  "multiplicity": 1
}



(3)
{
  "formula": "C25H32N4ORu",
  "method": "ωB97M-V/def2-TZVPD",
  "species": ["Ru", "C", "C", "C", "N", "C", "C", "C", "C", "C", "C", "C", "N", "C", "C", "C", "N", "C", "C", "C", "C", "C", "C", "C", "N", "C", "C", "H", "H", "H", "H", "H", "H", "H", "H", "H", "H", "H", "H", "H", "H", "H", "H", "H", "H", "H", "H", "H", "H", "H", "H", "H", "H", "C", "O", "C", "C", "H", "H", "H", "H", "H", "H"],
  "coordinates": [[0.084, 0.152, 0.122], [0.164, 2.437, 2.266], [0.755, 1.415, 3.238], [1.867, 0.523, 2.675], [1.462, -0.274, 1.535], [2.250, -1.306, 1.186], [3.585, -1.384, 1.606], [4.502, -2.422, 1.556], [4.292, -3.750, 1.201], [3.163, -4.278, 0.606], [2.053, -3.606, 0.106], [1.636, -2.274, 0.242], [0.583, -1.785, -0.399], [-0.144, -2.495, -1.412], [-1.562, -1.933, -1.527], [-1.597, -0.606, -2.281], [-0.822, 0.441, -1.648], [-0.495, 1.536, -2.359], [-0.842, 1.703, -3.711], [-0.560, 2.748, -4.596], [-0.049, 3.996, -4.348], [0.347, 4.518, -3.101], [0.490, 3.860, -1.911], [0.320, 2.482, -1.594], [0.870, 1.930, -0.509], [1.819, 2.651, 0.301], [1.168, 3.324, 1.531], [-0.431, 1.892, 1.502], [-0.524, 3.072, 2.829], [1.167, 1.941, 4.106], [-0.055, 0.771, 3.589], [2.735, 1.163, 2.453], [2.182, -0.162, 3.477], [3.993, -0.473, 2.026], [5.494, -2.180, 1.917], [5.108, -4.435, 1.401], [3.173, -5.347, 0.426], [1.381, -4.242, -0.454], [0.369, -2.395, -2.381], [-0.222, -3.566, -1.187], [-2.188, -2.642, -2.073], [-1.969, -1.819, -0.522], [-1.216, -0.809, -3.291], [-2.645, -0.276, -2.369], [-1.363, 0.880, -4.175], [-0.835, 2.536, -5.624], [0.024, 4.678, -5.183], [0.604, 5.570, -3.099], [0.815, 4.480, -1.085], [2.578, 1.934, 0.624], [2.349, 3.419, -0.282], [1.959, 3.647, 2.213], [0.638, 4.216, 1.185], [-3.189, 1.099, 0.642], [-2.887, -0.151, 1.222], [-1.573, -0.455, 1.424], [-1.488, -1.688, 2.288], [-3.007, 1.902, 1.366], [-4.246, 1.085, 0.380], [-2.577, 1.284, -0.253], [-1.375, -1.400, 3.338], [-0.632, -2.303, 2.010], [-2.403, -2.280, 2.212]],
  "multiplicity": 1
}



(4)
{
  "formula": "C25H33BF3N2O4",
  "method": "ωB97M-V/def2-TZVPD",
  "species": ["C", "B", "O", "C", "C", "C", "N", "C", "C", "C", "F", "C", "F", "F", "C", "C", "C", "O", "N", "C", "C", "C", "C", "C", "C", "C", "C", "C", "C", "C", "C", "H", "H", "H", "H", "H", "H", "H", "H", "H", "H", "H", "H", "H", "H", "H", "H", "H", "H", "H", "H", "H", "H", "H", "H", "H", "H", "H", "H", "H", "O", "C", "C", "O", "H", "H", "H", "H"],
  "coordinates": [[-4.387, 1.312, -2.219], [-3.575, -0.045, -1.895], [-3.867, -1.176, -2.744], [-2.515, -0.234, -0.719], [-2.786, -1.300, 0.293], [-1.862, -1.477, 1.410], [-0.708, -0.675, 1.591], [0.219, -0.844, 2.722], [-0.254, -1.836, 3.853], [-0.001, -3.320, 3.443], [-0.119, -4.302, 4.465], [0.282, -3.799, 2.157], [-0.749, -4.351, 1.398], [1.501, -3.757, 1.527], [-0.389, 0.332, 0.627], [0.900, 1.215, 0.859], [2.250, 0.455, 0.612], [2.674, 0.101, -0.472], [3.114, 0.176, 1.768], [3.365, 1.403, 2.564], [4.407, -0.399, 1.300], [-1.256, 0.585, -0.545], [-0.984, 1.655, -1.641], [-0.621, 1.065, -3.075], [0.901, 1.174, -3.491], [1.712, -0.156, -3.335], [3.193, -0.050, -3.511], [4.087, -1.230, -3.344], [3.481, -2.524, -2.990], [2.022, -2.674, -2.828], [1.164, -1.476, -2.997], [-4.432, 2.021, -1.337], [-5.468, 0.995, -2.406], [-4.054, 1.825, -3.172], [-4.840, -1.121, -2.848], [-3.700, -1.951, 0.233], [-2.135, -2.301, 2.121], [0.488, 0.128, 3.240], [1.174, -1.281, 2.293], [0.381, -1.617, 4.766], [-1.354, -1.705, 4.045], [0.917, 2.115, 0.176], [0.811, 1.657, 1.897], [2.464, 1.544, 3.243], [3.440, 2.352, 1.959], [4.236, 1.286, 3.275], [5.069, -0.526, 2.215], [4.264, -1.428, 0.858], [4.967, 0.289, 0.606], [-0.212, 2.425, -1.382], [-1.955, 2.228, -1.773], [-1.054, 0.031, -3.146], [-1.200, 1.689, -3.827], [1.370, 2.053, -2.973], [0.909, 1.422, -4.600], [3.699, 0.925, -3.747], [5.198, -1.155, -3.454], [4.094, -3.455, -2.837], [1.521, -3.641, -2.558], [0.068, -1.615, -2.833], [-4.108, 2.903, 0.604], [-3.155, 2.508, 1.425], [-3.316, 3.237, 2.872], [-2.348, 2.836, 3.682], [-2.106, 2.714, 1.113], [-3.111, 1.422, 1.652], [-4.356, 3.023, 3.187], [-3.366, 4.321, 2.646]],
  "charge": -1,
  "multiplicity": 1
}



(5)
{
  "formula": "C25H33BrN6PRbS4",
  "method": "ωB97M-V/def2-TZVPD",
  "species": ["Rb", "S", "C", "N", "N", "C", "C", "C", "C", "C", "C", "N", "N", "C", "C", "C", "C", "C", "C", "H", "H", "H", "H", "H", "H", "H", "H", "H", "H", "H", "S", "C", "S", "S", "C", "C", "P", "C", "C", "C", "C", "H", "H", "H", "H", "H", "H", "H", "H", "H", "H", "H", "H", "H", "H", "H", "N", "H", "H", "H", "Br", "C", "C", "C", "N", "C", "C", "H", "H", "H", "H"],
  "coordinates": [[1.670, -1.955, 0.074], [0.145, -1.738, 3.035], [-1.323, -1.282, 2.258], [-2.141, -0.420, 2.762], [-3.356, -0.155, 2.196], [-4.004, 1.007, 2.521], [-3.510, 1.895, 3.486], [-4.228, 3.036, 3.799], [-5.431, 3.335, 3.172], [-5.913, 2.459, 2.206], [-5.215, 1.313, 1.880], [-1.463, -1.853, 0.928], [-2.615, -2.114, 0.539], [-2.687, -2.607, -0.813], [-1.601, -3.089, -1.535], [-1.782, -3.525, -2.837], [-3.043, -3.483, -3.419], [-4.129, -3.013, -2.693], [-3.952, -2.584, -1.386], [-3.675, -0.716, 1.418], [-2.570, 1.668, 3.966], [-3.830, 3.713, 4.547], [-5.979, 4.234, 3.425], [-6.844, 2.675, 1.693], [-5.596, 0.640, 1.120], [-0.615, -3.130, -1.105], [-0.925, -3.884, -3.392], [-3.176, -3.821, -4.440], [-5.114, -2.981, -3.141], [-4.786, -2.219, -0.799], [5.653, -3.531, -3.636], [4.462, -3.110, -2.503], [4.787, -1.918, -1.280], [2.878, -3.804, -2.601], [1.462, 2.970, 3.523], [1.023, 1.963, 2.465], [2.343, 1.018, 1.586], [3.356, 0.407, 3.002], [4.505, -0.492, 2.556], [3.411, 2.381, 0.919], [4.193, 1.943, -0.320], [0.609, 3.547, 3.889], [2.195, 3.679, 3.130], [1.909, 2.470, 4.383], [0.443, 2.465, 1.685], [0.366, 1.205, 2.903], [2.665, -0.143, 3.648], [3.742, 1.258, 3.573], [4.153, -1.383, 2.034], [5.096, -0.822, 3.413], [5.180, 0.018, 1.867], [4.087, 2.747, 1.699], [2.745, 3.211, 0.661], [4.853, 1.098, -0.121], [4.800, 2.761, -0.715], [3.520, 1.610, -1.112], [0.188, 2.105, -1.122], [1.063, 1.806, -0.699], [0.200, 1.658, -2.033], [-0.534, 1.628, -0.589], [1.071, -1.428, -7.468], [1.116, -1.096, -5.594], [2.304, -1.153, -4.910], [2.264, -0.911, -3.534], [1.145, -0.617, -2.877], [0.007, -0.588, -3.571], [-0.073, -0.818, -4.932], [3.242, -1.424, -5.374], [3.178, -0.949, -2.949], [-0.899, -0.378, -3.009], [-1.021, -0.787, -5.451]],
  "charge": -2,
  "multiplicity": 1,
  "de_lowest_kcal_mol": 5.6
}



(6)
{
  "formula": "C25H33F2GeN6O5Ru",
  "method": "ωB97M-V/def2-TZVPD",
  "species": ["Ru", "O", "C", "O", "C", "C", "C", "N", "C", "C", "C", "O", "O", "H", "H", "H", "N", "C", "O", "C", "C", "C", "N", "C", "C", "H", "H", "H", "H", "H", "H", "C", "C", "N", "C", "N", "C", "C", "C", "N", "C", "H", "H", "H", "H", "H", "H", "H", "H", "H", "H", "H", "H", "H", "F", "C", "F", "H", "C", "Ge", "C", "C", "C", "H", "H", "H", "H", "H", "H", "H", "H", "H", "H"],
  "coordinates": [[0.914, 0.476, 0.464], [-0.808, -3.831, 6.316], [-0.584, -2.626, 6.375], [-0.527, -1.821, 7.295], [-0.304, -1.975, 4.952], [-0.003, -2.775, 3.859], [0.227, -2.165, 2.636], [0.161, -0.853, 2.466], [-0.157, -0.089, 3.507], [-0.382, -0.607, 4.777], [-0.373, 1.398, 3.206], [-0.797, 2.140, 4.074], [-0.125, 1.701, 2.002], [0.025, -3.850, 3.968], [0.448, -2.748, 1.751], [-0.629, 0.058, 5.588], [-3.422, -4.412, -2.655], [-3.683, -3.069, -2.490], [-4.683, -2.567, -2.985], [-2.672, -2.303, -1.758], [-2.975, -1.011, -1.288], [-2.023, -0.276, -0.623], [-0.784, -0.730, -0.374], [-0.488, -1.962, -0.823], [-1.366, -2.759, -1.516], [-4.177, -4.951, -3.049], [-2.826, -4.891, -2.004], [-3.963, -0.614, -1.460], [-2.247, 0.717, -0.259], [0.525, -2.302, -0.631], [-1.025, -3.712, -1.892], [-3.235, 4.449, -0.700], [-2.476, 3.940, 0.514], [-1.586, 2.889, 0.085], [-0.878, 2.943, -1.071], [0.053, 2.057, -1.249], [0.831, 2.075, -2.471], [0.048, 2.654, -3.646], [-0.498, 4.010, -3.228], [-1.284, 3.844, -2.029], [-2.205, 4.914, -1.718], [-3.905, 5.266, -0.437], [-3.817, 3.629, -1.121], [-3.154, 3.519, 1.262], [-1.920, 4.760, 0.988], [-1.070, 2.432, 0.848], [1.133, 1.047, -2.700], [1.741, 2.665, -2.296], [-0.787, 1.990, -3.878], [0.685, 2.751, -4.526], [-1.149, 4.425, -4.006], [0.325, 4.722, -3.061], [-2.695, 5.212, -2.652], [-1.665, 5.790, -1.327], [1.985, 2.993, 0.852], [2.444, 1.707, 1.041], [3.617, 1.692, 0.315], [2.761, 1.649, 2.106], [2.977, -3.526, 1.167], [3.362, -2.197, -0.281], [3.356, -3.246, -2.000], [5.249, -1.628, 0.037], [2.234, -0.633, -0.512], [3.826, -4.198, 1.269], [2.103, -4.138, 0.959], [2.830, -3.029, 2.122], [4.047, -4.079, -1.923], [3.663, -2.625, -2.836], [2.369, -3.641, -2.224], [5.939, -2.452, -0.119], [5.351, -1.279, 1.060], [5.524, -0.812, -0.621], [2.595, -0.130, -1.423]],
  "charge": -1,
  "multiplicity": 1,
  "de_lowest_kcal_mol": 0.0
}



(7)
{
  "formula": "C25H33F2OSi",
  "method": "ωB97M-V/def2-TZVPD",
  "species": ["C", "Si", "C", "C", "O", "C", "C", "C", "C", "C", "C", "C", "H", "H", "H", "H", "H", "H", "H", "H", "H", "H", "H", "H", "H", "H", "H", "H", "H", "H", "H", "H", "C", "C", "C", "F", "C", "C", "C", "C", "C", "C", "F", "C", "C", "C", "C", "C", "C", "H", "H", "H", "H", "H", "H", "H", "H", "H", "H", "H", "H", "H"],
  "coordinates": [[-4.707, -2.157, 0.034], [-3.095, -2.816, 0.702], [-2.415, -1.943, 2.210], [-3.208, -4.639, 1.117], [-2.079, -2.515, -0.609], [-0.757, -2.816, -0.713], [0.163, -1.810, -0.706], [1.613, -2.103, -0.579], [2.252, -2.814, -1.794], [1.866, -4.284, -1.937], [0.366, -4.528, -2.133], [-0.440, -4.286, -0.862], [-5.497, -2.197, 0.801], [-4.600, -1.115, -0.303], [-5.037, -2.754, -0.832], [-3.025, -2.214, 3.084], [-1.381, -2.246, 2.425], [-2.433, -0.851, 2.114], [-3.869, -4.742, 1.991], [-3.642, -5.227, 0.298], [-2.237, -5.081, 1.383], [-0.156, -0.768, -0.625], [2.107, -1.133, -0.417], [1.812, -2.722, 0.308], [1.974, -2.258, -2.701], [3.345, -2.740, -1.696], [2.413, -4.683, -2.801], [2.227, -4.840, -1.059], [0.004, -3.869, -2.936], [0.202, -5.561, -2.465], [0.150, -4.604, 0.017], [-1.377, -4.861, -0.889], [0.891, 6.015, -4.256], [0.593, 5.118, -3.115], [1.157, 5.344, -1.861], [1.934, 6.470, -1.716], [0.999, 4.481, -0.797], [0.351, 3.214, -1.019], [0.309, 2.140, -0.100], [0.842, 2.143, 1.214], [2.014, 2.861, 1.618], [2.356, 2.883, 2.954], [3.397, 3.674, 3.374], [1.671, 2.163, 3.931], [2.119, 2.188, 5.345], [0.514, 1.470, 3.536], [0.117, 1.442, 2.216], [-0.339, 3.048, -2.254], [-0.224, 3.984, -3.258], [0.259, 5.706, -5.093], [0.722, 7.075, -4.041], [1.933, 5.903, -4.576], [1.384, 4.754, 0.184], [-0.328, 1.300, -0.380], [2.616, 3.408, 0.892], [1.540, 1.441, 5.894], [3.180, 1.933, 5.446], [1.963, 3.167, 5.818], [-0.046, 0.938, 4.307], [-0.802, 0.931, 1.920], [-0.940, 2.146, -2.389], [-0.719, 3.836, -4.220]],
  "charge": 1,
  "multiplicity": 1,
  "de_lowest_kcal_mol": 0.5
}



no.,molecular weight (g mol⁻¹),DFT total energy (eV)
1,436.6,-38548.846
2,548.7,-66361.056
3,505.6,-37030.345
4,493.4,-46448.800
5,742.2,-158730.165
6,709.3,-110173.036
7,415.6,-41815.007